{"formula": "C3H12N2O", "method": "wB97M-V/def2-TZVPD", "charge": 0, "homo_lumo_gap_ev": 8.882, "homo_energy_ev": -7.81, "elements": ["C", "N", "O", "H", "H", "H", "H", "H", "C", "C", "N", "H", "H", "H", "H", "H", "H", "H"], "xyz": [[3.0540, -0.4215, -0.1481], [2.1797, 0.5250, -0.8145], [0.7161, 0.6324, 0.1596], [0.7761, 0.2095, -0.8026], [2.5057, 1.4750, -0.6620], [2.6393, -1.4239, -0.2680], [4.0404, -0.3971, -0.6237], [3.1800, -0.2310, 0.9213], [-1.6693, -1.1897, 0.5855], [-2.2228, 1.0089, -0.3472], [-1.3814, 0.2288, 0.5373], [-1.3284, 0.6355, 1.4623], [-0.9534, -1.6771, 1.2450], [-1.5532, -1.6068, -0.4163], [-2.6891, -1.4076, 0.9367], [-2.1175, 0.6257, -1.3635], [-3.2864, 0.9688, -0.0691], [-1.8898, 2.0449, -0.3327]], "lowdin_charge": [-0.17, -0.09, -0.17, 0.06, 0.08, 0.07, 0.08, 0.07, -0.13, -0.13, -0.24, 0.11, 0.08, 0.08, 0.07, 0.08, 0.07, 0.08]}

***

{"formula": "C3H12N2O", "method": "wB97M-V/def2-TZVPD", "charge": 1, "homo_lumo_gap_ev": [12.219, 4.883], "multiplicity": 2, "homo_energy_ev": [-15.33, -14.04], "elements": ["N", "C", "C", "N", "C", "H", "H", "H", "H", "H", "H", "H", "H", "H", "H", "H", "H", "O"], "xyz": [[0.7628, 0.0184, 1.9857], [0.2141, 1.0450, 1.0617], [-1.0390, 0.7688, 0.1835], [-0.7403, -0.2713, -0.8406], [-1.2318, -1.6823, -0.7322], [1.2983, 0.6616, 2.5611], [1.2990, -0.5998, 1.4241], [1.0473, 1.3245, 0.4659], [-0.2562, 1.9186, 1.6809], [-1.5825, 1.6101, -0.3409], [-1.9560, 0.4530, 0.8813], [-1.3609, 0.0320, -1.5707], [-2.1402, -1.9338, -1.3269], [-1.4713, -1.8084, 0.3834], [-0.4367, -2.4043, -0.8411], [1.7227, 0.1273, -2.3866], [0.9470, 0.2707, -1.1405], [1.8841, 0.1662, -1.3604]], "mulliken_spin": [0.38, 0.03, 0.09, 0.36, 0.02, 0.00, 0.00, 0.03, 0.00, -0.01, 0.04, -0.01, 0.02, 0.00, 0.02, 0.00, 0.00, 0.05]}

***

{"formula": "C3H12N2O", "method": "wB97M-V/def2-TZVPD", "charge": 1, "homo_lumo_gap_ev": [11.649, 4.333], "multiplicity": 2, "homo_energy_ev": [-14.47, -13.44], "elements": ["C", "C", "N", "H", "H", "H", "H", "H", "H", "H", "H", "N", "C", "O", "H", "H", "H", "H"], "xyz": [[2.1964, 0.6246, 1.5342], [2.3746, 1.5156, 0.5398], [-2.5778, -0.8204, 0.9707], [3.0282, 0.2045, 2.0900], [-0.4415, 0.0824, 0.1856], [1.2411, 0.3016, 1.9147], [3.3503, 1.9427, 0.3388], [1.5705, 1.8206, -0.1169], [-2.8163, -0.5521, 1.9156], [-2.2153, -1.7610, 0.9889], [-3.4235, -0.7617, 0.4176], [-0.8028, 0.1790, -1.9992], [0.0315, -0.7806, -1.3950], [0.0856, -0.7334, 0.0600], [-1.7796, -0.0613, -2.0660], [-0.5703, 1.1523, -1.8997], [-0.3061, -1.7587, -1.7379], [1.0550, -0.5940, -1.7413]], "mulliken_spin": [0.13, 0.18, 0.17, 0.01, -0.02, 0.01, 0.00, 0.01, 0.00, -0.01, 0.00, 0.01, 0.01, 0.45, 0.00, 0.00, 0.03, 0.03]}

***

{"formula": "C3H12N2O2", "method": "wB97M-V/def2-TZVPD", "charge": 0, "smiles": "NC[C@@H](N)CO.O", "homo_lumo_gap_ev": 9.539, "homo_energy_ev": -8.92, "elements": ["N", "C", "C", "N", "C", "O", "H", "H", "H", "H", "H", "H", "H", "H", "H", "H", "O", "H", "H"], "xyz": [[-1.6033, 2.5890, 0.7271], [-0.9316, 1.4172, 1.3213], [-0.4556, 0.5192, 0.2022], [0.0762, -0.7391, 0.7152], [-1.5467, 0.2485, -0.8401], [-1.2214, -0.6659, -1.9327], [-1.0455, 3.4373, 0.7926], [-2.3805, 2.8367, 1.3373], [-1.6967, 1.0102, 2.0386], [-0.0593, 1.7539, 1.9393], [0.3917, 1.0747, -0.2811], [0.0685, -1.4466, -0.0060], [0.9216, -0.7615, 1.2594], [-2.4117, -0.2490, -0.4305], [-1.6176, 1.2092, -1.3274], [-1.2813, -0.2506, -2.7956], [4.8131, -3.0056, -0.1283], [4.0483, -3.0513, 0.4558], [4.9443, -2.0550, -0.1982]], "lowdin_charge": [-0.02, -0.25, -0.42, 0.03, -0.19, -0.09, 0.07, 0.07, 0.13, 0.12, 0.14, 0.06, 0.06, 0.12, 0.10, 0.07, -0.06, 0.03, 0.03]}

***

{"formula": "C3H12N2O2", "method": "wB97M-V/def2-TZVPD", "charge": 0, "smiles": "CC(N)(O)O.CN", "homo_lumo_gap_ev": 10.295, "homo_energy_ev": -9.42, "elements": ["C", "C", "N", "O", "O", "H", "H", "H", "H", "H", "H", "H", "C", "N", "H", "H", "H", "H", "H"], "xyz": [[2.2487, -0.6712, -1.4973], [1.3899, -0.3124, -0.2899], [0.7781, 1.0410, -0.4064], [2.1139, -0.1113, 0.8722], [0.4000, -1.3077, -0.0756], [2.8384, -1.5520, -1.2532], [2.9252, 0.1501, -1.7258], [1.6167, -0.8773, -2.3586], [-0.1877, 1.0663, -0.0596], [0.7618, 1.3753, -1.3631], [1.7708, 0.9448, 0.8814], [0.6381, -1.7271, 0.7595], [-2.5652, 0.3824, 1.4897], [-2.1270, 0.3958, 0.0969], [-1.6897, 0.2756, 2.1309], [-3.0430, 1.3346, 1.7241], [-3.2679, -0.4255, 1.7358], [-1.6800, -0.4875, -0.1364], [-2.9209, 0.5062, -0.5246]], "lowdin_charge": [0.00, -0.73, 0.08, -0.06, -0.01, 0.09, 0.08, 0.08, 0.05, 0.09, 0.17, 0.10, -0.18, -0.08, 0.07, 0.07, 0.07, 0.04, 0.07]}

***

{"formula": "C3H12N2O2", "method": "wB97M-V/def2-TZVPD", "charge": 0, "smiles": "NCNCCO.O", "homo_lumo_gap_ev": 9.272, "homo_energy_ev": -8.61, "elements": ["N", "C", "N", "C", "C", "O", "H", "H", "H", "H", "H", "H", "H", "H", "H", "H", "O", "H", "H"], "xyz": [[2.0008, 1.4542, -1.6473], [1.4471, 0.0814, -1.8236], [1.5685, -0.6829, -0.6366], [0.4505, -1.6275, -0.3394], [-0.0915, -1.2947, 1.0646], [-1.2083, -0.4071, 0.9024], [2.9720, 1.4116, -1.4006], [1.4158, 1.9371, -0.9788], [0.4026, 0.2793, -2.0979], [1.8524, -0.3178, -2.7637], [2.3947, -1.2250, -0.4505], [-0.3534, -1.5447, -1.0663], [0.8114, -2.6578, -0.2786], [-0.3278, -2.0619, 1.8084], [0.6556, -0.6953, 1.6081], [-1.8364, -0.4365, 1.6201], [-3.3463, 2.0959, 1.9312], [-3.9037, 2.2739, 2.6937], [-3.6514, 1.3214, 1.4823]], "lowdin_charge": [-0.01, -0.33, -0.07, -0.18, -0.24, -0.09, 0.04, 0.06, 0.11, 0.11, 0.10, 0.11, 0.11, 0.11, 0.11, 0.06, -0.04, 0.04, 0.01]}

***

{"formula": "C3H12N2O2", "method": "wB97M-V/def2-TZVPD", "charge": 0, "smiles": "C/C(N)=C/N.O.O", "homo_lumo_gap_ev": 8.212, "homo_energy_ev": -7.52, "elements": ["C", "C", "N", "C", "N", "H", "H", "H", "H", "H", "H", "H", "H", "O", "H", "H", "O", "H", "H"], "xyz": [[2.2649, -0.3364, 1.2109], [0.8147, -0.1739, 0.8255], [0.0822, -1.3321, 0.3988], [0.2770, 1.0472, 0.6804], [-1.0547, 1.4176, 0.6304], [2.9382, -0.4868, 0.3602], [2.3086, -1.2205, 1.8400], [2.6184, 0.5173, 1.7738], [0.4546, -1.7737, -0.4266], [-0.0763, -2.0056, 1.1348], [0.9462, 1.8929, 0.5331], [-1.7217, 0.7057, 0.3764], [-1.2850, 2.3179, 0.9946], [-0.5086, 0.9162, -3.0102], [0.3913, 1.1370, -3.2842], [-0.8920, 0.3490, -3.6901], [-2.8839, -0.9427, -0.3006], [-2.0422, -1.2567, -0.6606], [-2.6317, -0.7727, 0.6134]], "lowdin_charge": [-0.08, -0.40, 0.04, -0.18, 0.07, 0.07, 0.07, 0.06, 0.08, 0.08, 0.12, 0.04, 0.08, -0.06, 0.03, 0.03, -0.08, 0.01, 0.01]}

***

{"formula": "C3H12N2O2", "method": "wB97M-V/def2-TZVPD", "charge": 0, "smiles": "CC/N=C\\N.O.O", "homo_lumo_gap_ev": 9.787, "homo_energy_ev": -9.21, "elements": ["C", "C", "N", "C", "N", "H", "H", "H", "H", "H", "H", "H", "H", "O", "H", "H", "O", "H", "H"], "xyz": [[-1.3351, -1.9371, 2.7620], [-0.6817, -0.6763, 2.2327], [-0.1390, -0.9869, 0.8610], [0.7199, -0.2005, 0.3518], [1.1284, 1.0466, 0.8646], [-1.3938, -2.0663, 3.9140], [-2.3581, -2.0150, 2.6015], [-0.7901, -2.7655, 2.2308], [-1.3615, 0.1832, 2.5610], [0.3168, -0.6087, 2.7095], [0.9574, -0.1724, -0.7486], [1.2167, 1.1434, 1.9553], [1.8697, 1.4117, 0.2096], [2.1315, 3.7824, -5.2556], [2.2125, 4.5671, -4.7306], [1.5697, 3.1367, -4.8552], [-1.1054, -1.0199, -2.7652], [-0.9230, -1.4260, -1.8686], [-2.0349, -1.3967, -3.0298]], "lowdin_charge": [-0.14, -0.30, -0.01, -0.33, 0.03, 0.10, 0.02, 0.08, 0.13, 0.09, 0.12, 0.13, 0.10, -0.04, 0.02, 0.02, -0.14, 0.03, 0.09]}

***

{"formula": "C3H12N2O2", "method": "wB97M-V/def2-TZVPD", "charge": 1, "homo_lumo_gap_ev": [10.002, 6.700], "multiplicity": 2, "homo_energy_ev": [-13.15, -13.15], "elements": ["C", "C", "C", "N", "N", "H", "H", "H", "H", "H", "H", "H", "H", "H", "H", "O", "H", "H", "O"], "xyz": [[0.6467, -0.3108, -0.7543], [1.0003, 0.6526, -1.8144], [-0.0057, 1.2439, -2.5381], [0.2532, 1.9860, -3.6872], [2.3179, 0.8127, -2.0811], [1.0690, -1.3022, -0.5651], [-0.4036, -0.5958, -0.5808], [0.9047, -0.0581, 0.2696], [-1.0497, 1.1897, -2.2020], [-0.4396, 2.0972, -4.4265], [1.0442, 1.6824, -4.2454], [2.2831, 1.5762, -2.7391], [3.0470, 0.5591, -1.4385], [-3.7240, 1.5066, 6.3501], [-2.3179, 1.6684, 6.6666], [-3.0479, 2.1968, 6.3175], [-0.0002, -4.5911, 2.9517], [-1.1038, -5.5016, 2.3718], [-0.4738, -4.8120, 2.1454]], "mulliken_spin": [-0.01, 0.22, 0.33, 0.22, 0.21, 0.01, 0.00, 0.03, 0.01, -0.01, 0.00, -0.01, -0.01, 0.00, 0.00, 0.00, 0.00, 0.00, 0.00]}

***

{"formula": "C3H12N2O3", "method": "wB97M-V/def2-TZVPD", "charge": 0, "smiles": "NCNCC=O.O.O", "homo_lumo_gap_ev": 9.542, "homo_energy_ev": -8.87, "elements": ["N", "C", "N", "C", "C", "O", "H", "H", "H", "H", "H", "H", "H", "H", "O", "H", "H", "O", "H", "H"], "xyz": [[1.0536, -0.0534, -1.6458], [0.7501, -1.0570, -0.5649], [-0.4787, -0.7568, 0.1808], [-1.6810, -0.6811, -0.6323], [-2.7510, -1.1608, 0.4290], [-3.6868, -0.4521, 0.6839], [0.6147, 0.7893, -1.6801], [1.0523, -0.3957, -2.5243], [1.6480, -1.1530, 0.2829], [0.8665, -2.2167, -0.9693], [-0.2943, -0.2217, 1.0108], [-1.9907, 0.2545, -0.9660], [-1.7665, -1.2857, -1.5895], [-2.5534, -2.0648, 0.8472], [0.3395, 1.6275, 2.0909], [0.7188, 2.1881, 1.4439], [0.5075, 1.7631, 3.0168], [2.7020, 1.9767, 0.3372], [2.2022, 1.8300, -0.4870], [2.7471, 1.0695, 0.7357]], "lowdin_charge": [0.03, -0.28, -0.08, -0.17, -0.23, 0.06, 0.02, 0.01, 0.13, 0.15, 0.07, 0.08, 0.14, 0.08, -0.04, 0.00, 0.04, -0.09, 0.02, 0.05]}

***

M / g/mol: 92.1, 92.1, 92.1, 108.1, 108.1, 108.1, 108.1, 108.1, 108.1, 124.1
Relative energy (zero: lowest compared OMol25 entry of this formula, charge and spin) / kJ/mol: 442.4, 262.5, 217.9, 172.0, 117.5, 199.4, 168.4, 252.1, 73.1, 331.6